ORCA calculation (ωB97M-V/def2-TZVPD) on a 2-piece molecular cluster, C4H12NS overall in a non-equilibrium geometry.

Cartesian coordinates (Å):
C  -1.899805  1.508890  0.571708
S  -0.663438  2.796269  0.191124
H  -1.522127  0.977322  1.437940
H  -2.872316  1.962198  0.731121
H  -1.976591  0.813986  -0.259144
H  -1.334204  3.273653  -0.872545
C  1.765431  -0.872684  1.195866
C  0.474969  -1.068012  0.429751
C  0.145264  -0.676750  -1.992106
N  0.740807  -1.354698  -0.982825
H  2.323089  -1.806175  1.220519
H  2.307999  -0.024230  0.789939
H  1.533611  -0.638344  2.238902
H  -0.139575  -1.890107  0.813975
H  -0.151058  -0.181627  0.463606
H  0.159102  -1.073855  -2.993438
H  -0.385480  0.237581  -1.808703
H  1.494322  -1.983418  -1.175690

Forces on the atoms, in the same order (eV/Å):
C 0.162 0.302 -0.420
S -0.310 -0.074 -0.141
H -0.291 0.051 0.210
H -0.008 -0.053 0.342
H 0.013 -0.113 -0.006
H 0.210 0.030 0.091
C -0.729 0.002 0.672
C -0.026 -0.345 -1.005
C -0.380 0.183 -0.894
N 0.041 0.123 1.066
H 0.393 0.129 -0.216
H 0.324 -0.187 -0.139
H 0.026 0.007 0.005
H 0.135 0.033 0.353
H 0.201 0.032 -0.055
H 0.151 -0.076 -0.004
H -0.031 0.144 0.257
H 0.118 -0.187 -0.116

Output
- M (g/mol) = 106.21
- electronic energy (a.u.) = -612.45647
- HOMO energy (spin up / spin down) (Eh) = -0.2114 / -0.3355
- 2S+1 = 2
- LUMO (spin up / spin down) (eV) = 0.89 / 0.86
- <S²> = 0.7534
- Kohn-Sham gap (spin up / spin down) (eV) = 6.6454 / 9.9929
- energy relative to the best compared isomer or geometry (same formula, charge and spin) (kcal/mol) = 7.7

=====

ORCA calculation (ωB97M-V/def2-TZVPD) on C4H8O3 as an isolated structure in a non-equilibrium geometry.

Cartesian coordinates (Å):
C  0.287562  -0.558420  -0.199745
C  0.271189  0.246272  -1.480359
C  1.255671  -0.163324  0.915100
C  1.447052  1.021351  1.515995
O  -1.968596  -1.081933  0.163746
O  -0.668906  -0.223341  0.757581
O  -2.986866  -0.496628  -0.578060
H  -3.751225  -0.490532  0.021980
H  0.303168  -1.643966  -0.358838
H  2.035454  -0.911789  0.994757
H  0.269964  1.314761  -1.274456
H  1.150242  0.005397  -2.075749
H  -0.639212  0.006174  -2.027137
H  2.321252  1.204407  2.120777
H  0.673250  1.771570  1.504408

Forces on the atoms, in the same order (eV/Å):
C 0.167 1.029 1.929
C -0.142 -0.080 0.317
C 3.561 0.488 -1.350
C -0.712 -0.925 -0.315
O 0.613 -0.253 0.672
O -4.606 -1.259 -1.810
O 0.383 0.606 0.074
H 0.323 0.135 0.175
H 0.127 0.234 0.003
H 0.171 -0.073 0.503
H 0.045 0.015 0.113
H -0.033 -0.040 -0.107
H 0.044 -0.085 -0.151
H -0.034 -0.150 0.226
H 0.094 0.357 -0.279

Output
- M (g/mol) = 104.10
- electronic energy (a.u.) = -382.65603
- HOMO energy (spin up / spin down) (Eh) = -0.3418 / -0.3418
- LUMO (spin up / spin down) (eV) = 0.08 / 0.08
- Kohn-Sham gap (spin up / spin down) (eV) = 9.3766 / 9.3775
- energy relative to the best compared isomer or geometry (same formula, charge and spin) (kcal/mol) = 193.8

=====

ORCA calculation (ωB97M-V/def2-TZVPD) on a 13-piece molecular cluster, C4H34NO13 overall in a non-equilibrium geometry.

Cartesian coordinates (Å):
C  0.453929  0.316458  -0.383677
N  1.086502  -0.551601  0.637135
C  1.808526  0.244303  1.738809
O  2.987493  0.681336  1.239994
C  0.028834  -0.501466  -1.595325
C  1.202687  -0.773244  -2.533193
H  1.122144  1.123412  -0.687144
H  -0.378167  0.821704  0.108616
H  1.791196  -1.118826  0.167476
H  1.967808  -0.512055  2.526047
H  1.153192  1.063084  2.067918
H  -0.417078  -1.449723  -1.298593
H  -0.743459  0.051617  -2.130205
H  1.565036  0.139825  -3.011275
H  0.933180  -1.449247  -3.345610
H  2.036731  -1.229295  -1.991529
H  -3.149713  0.498586  -3.087710
H  -2.626880  -0.596580  -4.051152
O  -2.898522  0.323393  -4.020937
H  1.032287  3.657060  0.760661
H  -0.289760  3.915402  -0.035871
O  0.085085  3.914401  0.861281
H  2.887518  -2.904955  0.605934
H  1.446740  -3.087017  1.136281
O  2.194460  -3.585759  0.791739
H  -0.449955  -2.853833  2.164014
H  -2.206748  -1.861278  0.490688
O  -0.678775  -2.209104  1.485174
H  -1.997220  1.821162  -2.093209
H  -1.440736  2.106899  -3.472033
O  -1.403991  2.444720  -2.569422
H  3.126216  3.246918  -0.349709
H  2.810104  2.193811  0.794138
O  2.698304  3.165284  0.497427
H  3.659058  -0.569754  0.741656
H  4.392090  -1.294924  -0.494574
O  3.910422  -1.480492  0.318878
H  -0.492400  -3.328567  0.026460
H  0.643515  -4.214421  -0.501267
O  -0.299369  -4.036883  -0.628836
H  -3.151320  -0.145053  -0.842457
H  -3.158449  1.372403  -0.524210
O  -3.247084  0.738743  -1.272656
H  0.293758  -1.246867  1.052257
H  -3.139520  -0.834372  1.036055
O  -3.075844  -1.450870  0.289644
H  -2.376632  -0.668290  3.471009
H  -1.373467  -0.994151  2.294942
O  -1.862940  -0.244055  2.778982
H  -1.875458  2.359482  2.829045
H  -1.257424  3.468291  1.934606
O  -2.107560  3.149498  2.319377

Forces on the atoms, in the same order (eV/Å):
C -0.324 0.128 0.013
N -1.008 0.500 0.234
C 0.846 -0.640 -0.654
O -0.051 0.385 0.103
C 0.012 0.201 -0.306
C 0.083 -0.073 -0.090
H 0.277 -0.157 0.088
H -0.196 -0.167 -0.014
H 0.211 0.022 0.167
H -0.345 0.210 0.198
H -0.258 -0.327 -0.013
H -0.023 -0.071 0.165
H 0.085 -0.015 0.018
H -0.007 0.102 0.189
H -0.088 -0.112 0.105
H 0.029 -0.013 -0.087
H 0.057 -0.237 -0.525
H 0.003 -0.078 0.097
O -0.130 0.231 0.236
H -0.154 0.078 -0.125
H 0.267 -0.080 0.398
O -0.012 0.079 -0.480
H -0.247 -0.363 0.124
H -0.092 -0.031 0.096
O 0.417 0.230 -0.119
H -0.145 0.059 -0.043
H -0.170 -0.206 0.007
O 0.008 -0.056 -0.062
H 0.491 0.469 -0.326
H -0.029 0.015 0.007
O -0.240 -0.236 0.287
H 0.150 -0.054 -0.331
H 0.299 0.175 -0.191
O -0.291 -0.273 0.592
H 0.113 0.133 -0.188
H -0.101 0.017 0.179
O 0.144 -0.046 -0.078
H 0.057 -0.450 -0.135
H -0.088 0.096 0.035
O -0.062 0.209 0.005
H 0.054 -0.038 0.014
H -0.232 -0.537 -0.682
O 0.043 0.641 0.938
H 0.815 0.281 -0.182
H -0.088 -0.095 0.128
O 0.207 0.222 0.082
H 0.060 -0.063 0.014
H -0.359 0.330 0.593
O 0.159 -0.165 -0.448
H -0.053 0.101 -0.281
H -0.409 -0.286 0.171
O 0.313 -0.043 0.076

Output
- M (g/mol) = 304.31
- net charge = -1
- electronic energy (a.u.) = -1205.80985
- HOMO energy (Eh) = -0.2424
- LUMO (eV) = 2.76
- Kohn-Sham gap (eV) = 9.3516
- energy relative to the best compared isomer or geometry (same formula, charge and spin) (kcal/mol) = 0.0

=====

ORCA calculation (ωB97M-V/def2-TZVPD) on C34H41FN9O5Ti as an isolated structure.

Cartesian coordinates (Å):
Ti  -0.416754  -0.025508  0.141510
C  -1.430289  5.587029  -0.203697
C  -0.314762  4.796140  0.021189
C  -0.460269  3.450618  0.321298
C  -1.733741  2.909188  0.413215
C  -2.860337  3.695327  0.187413
C  -2.702874  5.032773  -0.123056
N  -1.869970  1.514056  0.721318
N  -2.935924  1.218807  1.304989
C  -3.073401  -0.165661  1.530697
C  -4.218874  -0.575111  2.211178
C  -4.409171  -1.929750  2.438809
C  -3.453580  -2.837492  1.981861
C  -2.309376  -2.389507  1.329375
C  -2.061165  -1.031979  1.100783
H  -1.311955  6.634049  -0.448072
H  0.677148  5.222378  -0.039555
H  0.414627  2.846769  0.509634
H  -3.844543  3.253153  0.240626
H  -3.574723  5.645028  -0.309444
H  -4.948528  0.162986  2.519865
H  -5.301363  -2.280753  2.941446
H  -3.603667  -3.898839  2.144995
H  -1.591842  -3.139559  1.003113
C  -2.842724  -0.852047  -7.250173
C  -3.703963  -0.715305  -6.005926
N  -2.953898  -0.999284  -4.770061
C  -2.413579  0.022494  -4.096143
C  -1.650230  -0.094167  -2.966810
C  -1.071485  1.188607  -2.424069
O  -1.397997  2.248322  -2.897497
O  -0.178205  1.014801  -1.479867
C  -1.395717  -1.378540  -2.421612
O  -0.759174  -1.608679  -1.358002
C  -1.960264  -2.501838  -3.175901
C  -1.739701  -3.808367  -2.726035
C  -2.244761  -4.862852  -3.426803
F  -2.071895  -6.115377  -2.955727
C  -2.968800  -4.687896  -4.616825
C  -3.203309  -3.401567  -5.052179
C  -2.718200  -2.295257  -4.338040
N  -3.473737  -5.775775  -5.385674
C  -2.626021  -6.940037  -5.579191
C  -3.087938  -7.685669  -6.815845
N  -4.528361  -8.089815  -6.623457
C  -5.410331  -6.905116  -6.323009
C  -4.852623  -6.153988  -5.128227
H  -3.436716  -0.631911  -8.136296
H  -2.430629  -1.855915  -7.353645
H  -2.011850  -0.147709  -7.217713
H  -4.577615  -1.365293  -6.032983
H  -4.079085  0.301471  -5.911080
H  -2.594976  1.018334  -4.483142
H  -1.181624  -3.965203  -1.813938
H  -3.736828  -3.274417  -5.982413
H  -2.635577  -7.623024  -4.718446
H  -1.594238  -6.627320  -5.732000
H  -2.511548  -8.593073  -6.985251
H  -3.056089  -7.053927  -7.701462
H  -4.584962  -8.756257  -5.848902
H  -4.870242  -8.577824  -7.452823
H  -6.415933  -7.278439  -6.140194
H  -5.403169  -6.282224  -7.215643
H  -4.945645  -6.774256  -4.221379
H  -5.459552  -5.263371  -4.974206
N  0.831974  -1.693890  1.009635
C  0.834232  -1.487055  2.470959
C  1.945810  -2.235579  3.236783
C  1.439782  -3.272086  4.250962
C  1.062657  -2.687151  5.613216
N  0.124862  -1.574112  5.525496
C  -1.168575  -1.694074  5.274091
N  -1.852475  -0.618172  4.886163
N  -1.803903  -2.864608  5.402329
C  0.819653  0.040646  2.691197
O  0.777009  0.493487  3.831571
O  0.788120  0.738080  1.614597
H  0.581146  -2.647265  0.769527
H  1.770858  -1.532649  0.648039
H  -0.141763  -1.840769  2.806933
H  2.603431  -1.520556  3.736873
H  2.566256  -2.751470  2.500985
H  2.222205  -4.011018  4.433585
H  0.591372  -3.817866  3.824566
H  1.952027  -2.290189  6.100973
H  0.676300  -3.457972  6.282608
H  0.528811  -0.695303  5.181253
H  -1.334896  0.214112  4.636454
H  -2.795514  -0.707070  4.538191
H  -1.348700  -3.650312  5.830231
H  -2.796040  -2.918040  5.247358

Forces on the atoms, in the same order (eV/Å):
Ti 0.271 -0.314 -0.692
C -0.042 -0.025 0.001
C -0.004 -0.038 0.009
C 0.089 0.088 0.029
C -0.018 -0.014 0.012
C -0.007 -0.010 -0.018
C 0.029 0.018 -0.008
N -0.313 0.337 0.110
N 0.224 0.084 -0.107
C 0.123 -0.067 0.279
C -0.051 -0.083 -0.127
C 0.047 -0.001 0.018
C -0.014 0.027 0.086
C 0.017 0.040 0.073
C -0.128 -0.101 0.106
H 0.002 0.003 -0.001
H -0.001 0.010 0.001
H -0.034 -0.050 0.012
H -0.001 -0.022 0.007
H -0.001 0.005 -0.002
H -0.010 0.008 0.006
H -0.012 0.003 0.000
H -0.010 -0.002 -0.027
H 0.000 0.012 -0.040
C 0.002 0.002 0.001
C -0.008 0.005 0.001
N 0.014 -0.012 -0.002
C -0.009 0.018 0.001
C 0.037 0.027 -0.019
C 0.251 -0.116 -0.026
O -0.024 0.068 -0.001
O -0.156 -0.180 0.269
C -0.047 -0.108 0.135
O -0.127 0.285 -0.062
C 0.065 -0.009 -0.024
C 0.012 0.007 0.004
C -0.076 -0.006 0.029
F 0.005 -0.016 -0.070
C 0.057 0.033 0.061
C 0.042 -0.020 -0.030
C 0.001 0.026 0.021
N -0.059 -0.008 -0.103
C 0.028 0.041 0.022
C -0.001 -0.016 -0.003
N -0.002 -0.008 0.000
C 0.007 0.007 -0.007
C -0.003 -0.039 0.064
H -0.004 0.000 -0.003
H -0.001 -0.007 0.003
H 0.003 0.001 -0.001
H 0.003 0.005 -0.004
H 0.001 -0.002 0.000
H -0.005 0.001 0.000
H -0.003 -0.009 0.003
H -0.003 -0.011 -0.001
H 0.002 -0.002 0.028
H 0.003 0.010 -0.004
H 0.004 0.004 -0.002
H 0.000 0.002 0.006
H -0.001 0.005 -0.003
H 0.002 0.003 0.007
H -0.003 0.005 0.002
H -0.001 -0.003 0.002
H -0.006 0.003 0.001
H 0.000 0.004 -0.007
N 0.170 -0.042 -0.120
C 0.046 0.061 -0.026
C -0.018 0.008 0.017
C 0.032 -0.017 0.006
C 0.042 -0.019 0.001
N 0.031 0.019 -0.023
C -0.048 0.000 -0.038
N -0.065 0.033 -0.079
N -0.008 -0.019 -0.028
C -0.109 0.092 -0.213
O 0.122 -0.054 0.169
O -0.330 0.007 0.317
H -0.044 0.017 -0.006
H 0.008 -0.056 0.008
H -0.036 0.009 0.053
H -0.005 0.016 0.009
H 0.000 -0.003 0.013
H -0.005 -0.012 -0.013
H -0.006 0.010 0.003
H 0.007 -0.005 0.008
H 0.002 0.004 -0.008
H 0.000 0.045 -0.056
H 0.013 0.009 -0.041
H 0.042 0.010 0.001
H -0.013 -0.001 -0.001
H 0.022 -0.008 0.029

Output
- M (g/mol) = 722.62
- net charge = +2
- electronic energy (a.u.) = -3138.26122
- HOMO energy (spin up / spin down) (Eh) = -0.4115 / -0.4380
- 2S+1 = 2
- LUMO (spin up / spin down) (eV) = -4.66 / -4.65
- <S²> = 0.7547
- Kohn-Sham gap (spin up / spin down) (eV) = 6.5413 / 7.2698
- energy relative to the best compared isomer or geometry (same formula, charge and spin) (kcal/mol) = 7.6

=====

Q: What is the formula in the second record?
A: C4H8O3

=====

Copy entry 1 word for word.
ORCA calculation (ωB97M-V/def2-TZVPD) on a 2-piece molecular cluster, C4H12NS overall in a non-equilibrium geometry.

Cartesian coordinates (Å):
C  -1.899805  1.508890  0.571708
S  -0.663438  2.796269  0.191124
H  -1.522127  0.977322  1.437940
H  -2.872316  1.962198  0.731121
H  -1.976591  0.813986  -0.259144
H  -1.334204  3.273653  -0.872545
C  1.765431  -0.872684  1.195866
C  0.474969  -1.068012  0.429751
C  0.145264  -0.676750  -1.992106
N  0.740807  -1.354698  -0.982825
H  2.323089  -1.806175  1.220519
H  2.307999  -0.024230  0.789939
H  1.533611  -0.638344  2.238902
H  -0.139575  -1.890107  0.813975
H  -0.151058  -0.181627  0.463606
H  0.159102  -1.073855  -2.993438
H  -0.385480  0.237581  -1.808703
H  1.494322  -1.983418  -1.175690

Forces on the atoms, in the same order (eV/Å):
C 0.162 0.302 -0.420
S -0.310 -0.074 -0.141
H -0.291 0.051 0.210
H -0.008 -0.053 0.342
H 0.013 -0.113 -0.006
H 0.210 0.030 0.091
C -0.729 0.002 0.672
C -0.026 -0.345 -1.005
C -0.380 0.183 -0.894
N 0.041 0.123 1.066
H 0.393 0.129 -0.216
H 0.324 -0.187 -0.139
H 0.026 0.007 0.005
H 0.135 0.033 0.353
H 0.201 0.032 -0.055
H 0.151 -0.076 -0.004
H -0.031 0.144 0.257
H 0.118 -0.187 -0.116

Output
- M (g/mol) = 106.21
- electronic energy (a.u.) = -612.45647
- HOMO energy (spin up / spin down) (Eh) = -0.2114 / -0.3355
- 2S+1 = 2
- LUMO (spin up / spin down) (eV) = 0.89 / 0.86
- <S²> = 0.7534
- Kohn-Sham gap (spin up / spin down) (eV) = 6.6454 / 9.9929
- energy relative to the best compared isomer or geometry (same formula, charge and spin) (kcal/mol) = 7.7